# 1
Computed, not measured: a 15-piece molecular cluster, C32H90F3O16 overall in a non-equilibrium geometry, with ωB97M-V/def2-TZVPD.

Structure (ORCA input):
```
! wB97M-V def2-TZVPD RIJCOSX def2/J DEFGRID3
* xyz 0 2
H 5.58 -1.92 -4.28
H 4.62 0.21 -2.34
C -0.93 1.42 0.74
H -1.42 -0.52 6.16
H 1.07 0.25 -4.52
H -5.29 0.65 -0.52
H -6.87 0.81 1.93
H 2.73 0.52 2.54
C 0.25 -6.43 0.16
O -2.08 1.14 1.53
H 0.60 6.43 5.11
H 1.66 -3.16 3.47
O -0.96 5.55 6.26
O -4.08 -1.76 0.73
H 5.65 -1.23 0.32
O 5.13 0.59 -1.62
H -1.21 1.73 4.60
C -2.38 -1.28 -3.67
C -2.73 3.06 -2.68
O 3.69 -0.40 -3.57
H -0.68 0.50 -6.26
C -5.72 2.11 1.11
H 4.65 1.16 0.29
H 2.61 -5.21 -2.54
H -5.73 2.25 -1.13
C -0.38 5.95 5.01
H -1.03 -8.14 -0.25
O 5.16 -0.20 2.95
C -5.91 1.52 -0.33
O -5.94 1.06 2.00
H -1.16 1.71 -0.28
H 3.12 -3.72 -1.02
O -4.00 5.76 -0.84
H -2.13 -4.10 -0.61
C 5.05 -4.57 -0.60
H -2.39 2.02 -2.64
F 1.08 2.60 0.35
H 3.77 1.95 2.78
H -0.51 1.72 7.05
H 3.31 0.60 -0.67
H 2.51 -1.90 -4.23
C 3.28 1.12 3.27
C 0.07 2.60 1.22
C 4.23 0.12 3.93
C -2.93 -3.73 0.03
H -2.84 7.39 1.02
H -1.80 -6.65 -0.04
H 1.77 -1.84 2.29
F 0.54 2.42 2.47
H -3.87 -4.15 -0.34
H 4.48 -1.56 -5.63
H 3.50 -2.43 -2.97
H 5.56 -3.95 -1.33
H -0.96 2.12 -5.78
H 1.05 0.46 -1.04
C -0.92 -7.08 -0.51
H -6.49 2.88 1.24
H 3.93 -1.28 0.79
H -2.91 -0.19 -5.18
C 3.61 -4.69 -0.94
H -0.70 6.26 6.86
C 4.62 -2.17 -4.73
O -1.66 -0.07 5.34
H -1.08 4.27 3.81
O -2.06 5.29 -2.74
H -1.04 6.59 4.42
C 0.93 -1.68 -0.62
H -0.27 -3.35 1.94
H -1.07 3.98 -1.49
H -0.60 -3.24 3.69
H 0.39 1.66 -7.78
C -1.54 4.01 -2.47
H -2.16 -1.59 0.12
H 5.72 -0.91 3.29
O -0.95 -6.90 -1.89
H 5.19 -4.04 0.34
H -1.98 6.04 1.78
H -0.64 -1.07 1.91
H -4.23 5.14 1.07
H -2.18 -0.43 -3.01
H 0.03 0.49 4.27
H -2.61 -3.92 1.06
H 1.16 -6.76 -0.36
C -0.16 1.40 -5.92
C -0.15 4.69 4.19
H -0.36 -0.22 -1.54
H 3.71 -0.74 4.36
H -3.36 -1.67 -3.40
H -1.65 6.44 0.10
O 0.78 1.70 -6.90
O -2.33 -0.93 -5.01
C -1.27 -2.32 -3.45
F -0.53 3.80 1.05
H 5.51 -5.56 -0.60
H -0.77 3.86 -3.23
H 0.26 -6.76 1.20
H 1.33 -1.50 3.95
C 3.50 -1.74 -3.81
H 0.98 2.10 -4.24
H 0.19 -2.40 -0.28
C -0.24 -2.70 2.82
H 0.89 1.94 6.06
H -3.37 5.58 -1.54
H -0.30 1.02 -3.84
H 1.20 -2.06 -1.61
H 4.53 -1.74 -0.86
C -2.43 6.39 0.86
H -1.76 -7.26 -2.26
C -3.02 -2.22 -0.12
O 3.50 -5.30 -2.18
O -0.26 0.12 0.60
H -0.28 -2.01 -3.78
H 3.67 0.09 -4.39
O -0.99 -1.54 2.68
H -1.33 5.90 -2.59
C 1.21 -2.22 3.14
H 4.82 0.62 4.69
H -3.14 3.17 -3.68
C 0.50 1.18 -4.57
C 0.31 -0.26 -0.68
H -1.49 -3.23 -4.01
C -3.43 5.35 0.36
C 4.63 -1.06 -0.01
H 3.12 -5.32 -0.19
H 0.47 3.98 4.73
H 2.63 1.49 4.07
H 4.51 -3.25 -4.84
H -4.70 2.52 1.14
H -3.51 3.15 -1.93
H -1.31 -2.69 -2.43
C 4.36 0.42 -0.45
C 0.09 1.23 6.28
H -6.96 1.23 -0.34
H 0.26 -5.35 0.05
H -4.91 -2.00 0.31
H 0.45 4.94 3.31
H -2.93 4.39 0.29
H -3.30 -1.93 -1.14
H 1.79 -1.78 0.05
C -0.69 0.87 5.00
H 0.44 0.32 6.75
*
```

Summary:
Energy in eV: -75547.845
<S²>: 0.754
F_max in eV Å⁻¹: 3.2



# 2
Computed, not measured: C32H92BHgN8O8 as an isolated structure in a non-equilibrium geometry, with ωB97M-V/def2-TZVPD.

Structure (ORCA input):
```
! wB97M-V def2-TZVPD RIJCOSX def2/J DEFGRID3
* xyz 1 1
H 37.19 -3.56 5.98
C 32.31 3.57 1.83
H 22.38 -5.09 1.20
B 31.40 -2.67 1.27
C 33.83 -0.53 -3.67
C 28.85 -6.32 3.57
H 35.76 -0.99 2.08
C 30.97 2.24 0.42
H 32.54 -1.15 0.56
H 32.38 -5.25 6.34
N 29.38 1.44 -1.22
C 22.90 -4.15 1.40
C 29.15 -1.12 -4.68
C 26.54 -3.54 1.33
C 30.69 -0.51 4.98
H 34.57 -4.09 3.44
H 29.67 -7.30 5.99
H 26.92 -4.34 1.98
C 31.41 0.59 4.17
H 34.01 -7.47 0.45
H 30.79 -1.61 3.34
H 22.64 -3.36 0.69
H 32.37 -3.15 1.25
O 29.32 -7.59 3.91
H 31.99 1.21 4.86
H 29.44 -0.72 3.56
O 24.28 -4.40 1.37
C 27.48 -2.37 1.62
C 37.30 1.57 -0.52
H 32.06 0.02 3.51
N 29.88 -1.29 -2.34
C 29.12 0.47 0.93
H 38.33 1.57 -0.18
H 29.63 -0.37 -2.02
H 31.15 -2.44 0.25
H 27.68 -2.28 2.69
C 30.31 -1.44 -3.71
H 37.41 0.98 -1.43
H 27.54 -7.43 1.62
H 36.98 2.61 -0.67
H 28.19 -6.73 0.14
H 29.14 -7.85 1.02
H 31.84 -0.56 -5.04
H 35.60 -0.41 -0.93
O 32.62 -1.05 -3.19
H 34.38 -5.30 4.60
C 29.51 1.76 0.20
C 28.44 -7.03 1.16
H 30.67 -3.36 1.67
H 35.13 -5.78 -0.76
H 30.01 0.80 6.46
O 28.64 0.85 5.03
C 35.33 0.39 -0.24
H 31.43 -1.75 1.82
C 33.80 -6.61 1.09
O 33.30 -5.50 0.30
H 34.84 1.22 -0.75
H 31.23 2.93 -0.39
H 28.75 -5.06 1.82
H 26.97 -1.48 1.26
H 31.44 -3.74 6.54
H 29.42 -1.43 -5.69
C 27.33 0.96 5.63
Hg 31.17 -4.67 -0.03
H 29.43 -8.95 5.46
H 26.06 -4.76 -0.22
H 31.33 -1.07 5.65
H 26.41 -3.26 -0.65
N 30.67 -5.95 1.91
C 29.12 -7.92 5.28
H 30.95 -3.85 4.20
N 31.81 -4.23 3.84
H 31.01 -5.56 2.77
C 34.24 -4.23 4.47
H 22.63 -3.87 2.42
H 32.99 -2.91 -0.96
H 33.73 0.55 -3.60
H 28.39 1.31 -1.38
O 36.41 0.99 0.46
H 31.76 1.50 0.32
H 36.97 -3.99 4.28
C 34.84 -3.67 -2.66
C 34.32 -0.33 0.72
H 34.69 -6.38 1.69
H 28.97 -0.66 6.35
H 29.18 0.61 2.01
H 34.44 -2.14 2.10
N 30.10 -1.32 4.03
H 32.04 -3.63 3.05
C 29.19 -6.02 2.10
O 35.16 -3.67 5.41
H 35.39 -2.84 -2.21
C 32.80 -3.74 4.79
H 34.01 -0.95 -4.66
N 33.25 -0.87 -0.11
C 36.55 -4.10 5.28
H 24.87 -2.93 2.74
H 34.59 -0.84 -2.95
H 33.13 2.94 1.51
H 32.66 -2.97 -2.41
C 32.39 -4.16 6.23
H 28.08 0.24 0.70
N 32.68 -3.61 -1.63
H 29.43 2.33 -1.69
H 30.62 -1.51 -1.69
H 30.95 -6.89 2.18
H 28.08 -7.85 5.60
H 33.93 0.43 1.40
H 35.60 -4.34 -3.06
C 31.53 -0.59 -3.99
O 31.07 2.89 1.58
H 32.83 -2.65 4.73
H 34.85 -4.17 0.00
H 26.92 -0.04 5.77
H 28.21 -1.56 -4.34
H 27.43 1.41 6.62
C 29.53 0.09 5.79
H 30.50 -2.51 -3.83
H 27.81 -6.15 3.85
H 31.39 0.48 -3.81
H 33.07 -6.93 1.84
C 25.01 -3.20 1.69
H 32.78 -0.17 -0.66
H 32.45 4.50 1.28
C 33.85 -4.41 -1.83
H 29.39 -5.55 4.11
H 28.77 2.54 0.40
C 35.02 -1.48 1.45
H 29.81 -0.28 0.55
H 35.57 -2.14 0.77
H 32.39 3.81 2.90
N 26.70 -4.01 -0.03
C 34.41 -5.00 -0.55
H 34.35 -3.32 -3.57
H 29.05 -0.04 -4.68
H 28.41 -2.61 1.11
H 36.61 -5.13 5.63
H 33.12 -3.67 6.86
H 33.48 -5.19 -2.49
H 24.59 -2.36 1.14
H 30.79 1.17 3.49
H 26.55 1.52 5.12
*
```

Summary:
Energy in eV: -67813.266
F_max in eV Å⁻¹: 4.4
Energy relative to the best compared isomer or geometry (same formula, charge and spin) in kJ/mol: 153.7



# 3
Computed, not measured: a 13-piece molecular cluster, C32H93N3O23 overall in a non-equilibrium geometry, with ωB97M-V/def2-TZVPD.

Structure (ORCA input):
```
! wB97M-V def2-TZVPD RIJCOSX def2/J DEFGRID3
* xyz 1 2
H 1.35 2.34 0.39
C -1.30 -4.86 -1.23
H 1.15 -1.26 5.51
N -0.22 6.82 -5.42
H -5.69 3.36 0.63
H 1.82 4.09 3.52
C -1.58 -3.69 5.70
N 4.93 1.02 2.12
H -6.96 -2.13 0.00
O -2.61 0.16 0.83
C 5.37 -4.25 -2.21
H -2.33 -2.43 3.01
H 2.36 -4.80 1.47
H 0.15 -2.44 3.82
H -2.23 -3.63 6.57
C -4.58 -3.63 1.65
O -6.01 -2.20 0.12
H 8.51 2.25 0.59
C -0.28 -0.41 0.24
C 1.92 3.68 4.53
H 0.04 -5.21 -2.54
H -0.96 1.42 -3.84
C 3.01 -4.60 -0.54
H 1.19 -3.84 0.52
C -1.50 4.91 -0.93
H -2.31 -4.35 -3.27
H -0.33 -1.05 -5.26
H -2.59 4.81 -1.00
H 2.82 -3.23 1.07
H -1.10 4.95 0.09
H -1.92 -0.25 -1.09
H 3.45 0.64 -0.02
H -0.30 -1.48 0.44
H -0.03 3.06 5.24
H 4.94 -4.15 0.25
H 3.55 -1.48 3.51
O 1.31 1.64 5.56
H -6.57 -4.02 0.64
H 4.04 -0.95 -0.39
C -1.93 -2.35 4.99
C 6.38 0.64 0.18
C 0.83 2.67 4.70
C -0.87 1.12 -4.89
H -2.27 -2.89 -1.10
H -1.00 7.45 -5.33
H 1.70 7.72 -4.05
C -5.93 -3.24 1.07
H -1.17 4.93 -3.47
C 2.34 2.70 -1.20
H 0.71 5.59 -4.21
H 2.69 0.55 4.77
O -0.30 -3.79 6.19
H 2.43 -6.59 -0.36
H 1.02 -0.63 3.89
C -5.27 2.53 0.06
H 4.44 -3.99 -2.72
H 4.23 0.55 2.68
H 5.60 -3.32 -1.69
O 7.67 0.32 0.61
H -1.96 -0.61 -5.62
C 0.08 6.44 -3.96
O -3.95 2.47 0.47
H 6.22 -4.35 -2.88
C 4.47 -5.01 -0.22
H -4.10 -4.25 0.88
H 2.86 -6.17 -1.70
C -1.15 5.99 -3.22
H -0.04 2.47 -6.11
H -4.09 -1.61 -2.63
H -5.79 0.36 0.08
H -6.46 -2.74 1.88
O -0.92 5.91 -1.79
C 3.11 -1.21 4.47
O 1.08 -2.60 3.95
H -0.24 -0.09 2.12
C 3.86 -0.26 0.43
C -1.61 0.21 -0.16
C -6.13 1.31 0.50
H 2.94 4.94 -0.88
H 3.34 2.50 -0.81
H 8.73 1.21 -0.87
C 2.08 3.86 -2.25
O -3.72 -2.55 2.02
O 1.69 3.15 0.01
O 3.47 0.14 4.39
H -1.49 -1.76 -3.48
H -1.84 1.52 -5.17
O -2.30 -3.44 -2.97
H -1.06 3.96 -1.21
O 2.88 4.92 -1.84
H 0.99 3.86 -2.15
C -6.08 -1.63 -3.46
H 4.51 -5.83 0.50
H 0.22 8.63 -3.48
H -1.96 -4.43 5.00
H -0.63 -4.86 -0.38
H -0.71 -2.69 -1.60
H 9.56 0.90 0.77
N 2.27 -5.80 -0.96
C 2.25 -4.07 0.67
H -1.50 1.29 -0.28
H -2.05 6.58 -3.39
H 3.61 -1.80 5.25
O 1.83 4.57 5.54
C -4.87 -0.91 -2.90
C -1.16 -0.42 -4.92
H -5.16 -0.31 -2.04
O -1.59 -2.27 3.60
H -3.27 -0.20 -3.75
H 3.08 -0.66 1.08
C 0.77 7.69 -3.48
H -6.11 -2.36 -4.27
C -1.53 -3.39 -1.72
O -0.84 -5.55 -2.37
H -2.12 -5.39 -0.76
O 0.24 0.28 1.37
H 6.22 0.10 -0.76
O -7.19 -0.75 -3.84
H -6.64 0.40 2.24
H 0.51 7.45 -5.75
H -5.15 2.67 -1.01
O -1.54 -0.81 -3.61
O -4.22 -0.14 -3.87
H 2.91 3.24 4.48
H -4.01 2.68 1.41
H -1.38 -1.50 5.38
H 2.75 -3.93 -1.36
H 1.92 1.78 -1.59
H 1.40 2.02 6.43
H -6.92 -0.22 -4.59
O 5.31 -5.31 -1.23
H -6.47 -2.24 -2.65
C 5.21 0.06 1.08
H 2.65 5.04 5.70
H 6.12 1.67 -0.06
H -3.15 0.95 0.77
H 2.26 3.58 -3.29
H 0.99 7.55 -2.42
H -4.76 -4.24 2.54
H -4.04 -1.78 1.56
C 1.52 -1.39 4.49
H 0.28 -4.12 5.49
O 0.12 1.60 -5.72
H 4.57 1.90 1.80
H 5.60 -0.74 1.70
H -7.17 1.41 0.22
H 0.55 2.25 3.74
C 8.69 1.25 0.22
H -2.92 -1.98 5.28
O -6.01 1.07 1.96
H 0.51 -0.28 -0.50
*
```

Summary:
Energy in eV: -86234.499
<S²>: 0.754
F_max in eV Å⁻¹: 4.0



> Which of these has the highest F_max?

C32H92BHgN8O8